Entry 1:
88
Properties=species:S:1:pos:R:3 method="wB97M-V/def2-TZVPD" charge=+1 e_homo_ha="-0.393 / -0.408" molar_mass_g_mol=768.3 homo_lumo_gap_ev="8.30 / 6.46" multiplicity=2 energy_ev=-124315.334 max_force_ev_per_a=1.498
Cu -0.722 -0.494 -0.432
O -3.551 1.177 0.099
C -2.904 0.486 0.849
O -1.582 0.477 0.901
C -3.500 -0.493 1.805
C -4.812 -0.419 2.249
C -5.281 -1.368 3.142
C -4.453 -2.397 3.573
C -3.149 -2.485 3.120
C -2.669 -1.526 2.236
P -0.953 -1.581 1.661
C 0.033 -1.017 3.058
C -0.498 -0.033 3.894
C 0.261 0.466 4.936
C 1.550 -0.003 5.139
C 2.082 -0.973 4.302
C 1.333 -1.480 3.254
C -0.788 -3.384 1.365
C -0.201 -4.347 2.176
C -0.281 -5.680 1.801
C -0.915 -6.049 0.625
C -1.485 -5.087 -0.194
C -1.420 -3.762 0.182
H -5.436 0.385 1.893
H -6.293 -1.309 3.512
H -4.820 -3.128 4.278
H -2.493 -3.275 3.460
H -1.498 0.336 3.719
H -0.146 1.224 5.590
H 2.142 0.391 5.950
H 3.087 -1.325 4.469
H 1.750 -2.226 2.589
H 0.283 -4.070 3.101
H 0.144 -6.439 2.440
H -0.985 -7.091 0.350
H -1.974 -5.373 -1.113
H -1.877 -2.989 -0.425
C 1.829 -3.492 -1.176
N 1.770 -2.071 -1.562
P 2.186 -1.069 -0.154
C 3.950 -1.495 0.034
C 4.493 -1.182 1.277
C 5.845 -1.353 1.512
C 6.668 -1.817 0.497
C 6.132 -2.131 -0.742
C 4.777 -1.986 -0.974
C 2.349 0.532 -1.033
C 3.362 0.783 -1.952
C 3.411 1.995 -2.613
C 2.450 2.963 -2.364
C 1.453 2.732 -1.431
C 1.411 1.523 -0.757
P 0.271 -1.465 -2.124
C -0.400 -2.791 -3.160
C -1.770 -3.020 -3.167
C -2.298 -4.009 -3.978
C -1.460 -4.759 -4.786
C -0.096 -4.509 -4.803
C 0.437 -3.521 -3.999
C 0.639 -0.232 -3.403
C -0.246 0.841 -3.446
C -0.129 1.800 -4.432
C 0.869 1.682 -5.386
C 1.745 0.609 -5.349
C 1.636 -0.353 -4.362
H 2.799 -3.897 -1.459
H 1.056 -4.066 -1.681
H 1.709 -3.632 -0.098
H 3.844 -0.783 2.049
H 6.253 -1.109 2.481
H 7.725 -1.932 0.667
H 6.776 -2.477 -1.539
H 4.362 -2.241 -1.940
H 4.117 0.036 -2.143
H 4.202 2.184 -3.324
H 2.487 3.905 -2.892
H 0.711 3.491 -1.227
H 0.653 1.348 0.001
H -2.413 -2.420 -2.537
H -3.360 -4.192 -3.976
H -1.868 -5.542 -5.406
H 0.552 -5.087 -5.445
H 1.499 -3.321 -4.010
H -1.018 0.916 -2.684
H -0.811 2.637 -4.451
H 0.968 2.434 -6.153
H 2.517 0.525 -6.097
H 2.331 -1.177 -4.330

Entry 2:
94
Properties=species:S:1:pos:R:3 method="wB97M-V/def2-TZVPD" e_homo_ha="-0.276 / -0.278" molar_mass_g_mol=745.4 homo_lumo_gap_ev="7.60 / 7.67" multiplicity=6 energy_ev=-79798.136 max_force_ev_per_a=3.179
C 2.488 -0.426 0.172
C 2.729 -1.049 -1.079
C 2.686 -0.042 -2.085
H 2.933 -2.108 -1.231
C 2.446 1.211 -1.457
C 2.305 0.974 -0.065
H 2.458 2.197 -1.932
C -0.940 -2.315 0.148
C 0.190 -2.887 -0.497
C -0.053 -2.838 -1.891
H 1.027 -3.372 0.017
C -1.330 -2.241 -2.113
C -1.887 -1.944 -0.843
H 2.888 -0.192 -3.146
H 2.137 1.730 0.700
H 2.497 -0.914 1.149
H -2.908 -1.579 -0.666
H 0.585 -3.257 -2.677
H -1.082 -2.248 1.223
Dy 0.267 -0.302 -0.972
C -2.070 -2.093 -3.425
C -3.456 -2.735 -3.286
C -1.307 -2.789 -4.558
H -3.375 -3.763 -2.912
H -3.960 -2.756 -4.261
H -4.087 -2.164 -2.594
H -1.266 -3.870 -4.354
H -0.280 -2.422 -4.676
H -1.834 -2.648 -5.512
C -2.322 -0.592 -3.758
C -1.114 0.285 -3.905
H -2.972 -0.150 -2.980
H -2.880 -0.554 -4.708
O -0.338 0.523 -2.919
N -0.897 0.848 -5.084
C 0.108 1.906 -5.331
H -1.601 0.711 -5.800
C 1.474 1.374 -5.675
C 2.616 2.043 -5.200
H 2.474 2.952 -4.605
C 3.891 1.552 -5.483
H 4.771 2.066 -5.081
C 4.045 0.411 -6.277
H 5.043 0.028 -6.502
C 2.908 -0.236 -6.786
H 3.015 -1.123 -7.409
C 1.625 0.254 -6.494
H 0.735 -0.232 -6.911
H 0.169 2.541 -4.443
H -0.292 2.494 -6.167
C -1.409 -3.127 3.861
C -1.648 -1.618 3.863
C -3.030 -1.282 3.314
C -1.499 -1.072 5.275
O -0.602 -1.041 3.017
Si -0.402 0.502 2.427
O -0.518 0.511 0.819
O -1.510 1.446 3.186
C -1.706 2.900 3.319
C -1.801 3.560 1.948
C -3.020 3.083 4.070
C -0.544 3.508 4.087
O 1.119 1.003 2.836
C 2.162 0.627 3.790
C 3.445 1.287 3.286
C 1.777 1.167 5.159
C 2.332 -0.884 3.863
H -2.119 -3.627 4.535
H -0.396 -3.360 4.212
H -1.550 -3.560 2.863
H -3.786 -1.802 3.924
H -3.215 -0.205 3.386
H -3.151 -1.612 2.275
H -0.493 -1.266 5.667
H -1.715 0.004 5.286
H -2.226 -1.577 5.930
H -2.624 3.134 1.365
H -2.003 4.635 2.076
H -0.859 3.459 1.398
H -3.005 2.577 5.046
H -3.196 4.153 4.256
H -3.867 2.706 3.483
H -0.423 3.044 5.075
H 0.388 3.430 3.513
H -0.752 4.579 4.247
H 3.310 2.370 3.176
H 4.267 1.119 3.993
H 3.754 0.869 2.322
H 0.830 0.721 5.493
H 2.559 0.898 5.884
H 1.693 2.261 5.136
H 1.389 -1.374 4.130
H 2.702 -1.291 2.916
H 3.086 -1.113 4.633

Entry 3:
17
Properties=species:S:1:pos:R:3 method="wB97M-V/def2-TZVPD" charge=-1 e_homo_ha="-0.159 / -0.159" molar_mass_g_mol=172.2 homo_lumo_gap_ev="7.51 / 7.51" multiplicity=1 smiles="N=[S@@](=O)([O-])[C@H]1C=CC=CC1=O" energy_ev=-24786.176 e_above_lowest_ev=3.140 max_force_ev_per_a=3.800
C 1.852 -0.108 -0.350
C 1.779 1.069 0.402
C 0.895 -1.071 -0.185
C 0.775 1.392 1.206
C -0.314 -0.735 0.585
C -0.281 0.398 1.501
N -2.852 -0.869 -0.897
O -0.911 -1.264 -2.280
O -1.227 1.029 -1.602
O -1.147 0.431 2.449
S -1.475 -0.359 -1.293
H 2.807 -0.315 -0.905
H 2.542 1.854 0.226
H 1.118 -1.951 -0.840
H 0.863 2.300 1.833
H -0.920 -1.685 0.884
H -3.503 -0.117 -0.733

Entry 4:
49
Properties=species:S:1:pos:R:3 method="wB97M-V/def2-TZVPD" e_homo_ha=-0.349 molar_mass_g_mol=240.4 homo_lumo_gap_ev=10.43 multiplicity=1 smiles=CCCCCCCCCCCC[C@@H]1CCCO1 energy_ev=-19150.916 e_above_lowest_ev=8.240 max_force_ev_per_a=3.094
C -3.459 -0.269 -1.296
C -3.066 -1.828 -1.617
C -1.690 -2.353 -0.860
C -0.303 -1.972 -1.652
C 1.075 -2.453 -0.862
C 2.348 -2.450 -1.902
C 2.936 -0.935 -2.235
C 3.272 -0.041 -0.902
C 2.019 0.837 -0.316
C 1.730 2.246 -1.119
C 0.200 2.722 -0.638
C 0.070 2.824 1.008
C -0.741 1.580 1.702
C -1.442 2.037 3.149
C -1.618 0.652 4.064
C -0.203 -0.088 3.567
O 0.024 0.386 2.169
H -4.615 -0.097 -1.096
H -2.905 0.054 -0.317
H -3.132 0.399 -2.204
H -4.001 -2.485 -1.270
H -3.027 -1.966 -2.798
H -1.719 -1.884 0.235
H -1.847 -3.527 -0.710
H -0.311 -2.596 -2.666
H -0.240 -0.830 -1.968
H 0.875 -3.577 -0.522
H 1.271 -1.856 0.137
H 1.958 -2.911 -2.930
H 3.167 -3.176 -1.473
H 3.979 -1.116 -2.787
H 2.268 -0.365 -3.043
H 4.121 0.729 -1.218
H 3.748 -0.709 -0.036
H 2.295 1.144 0.801
H 0.997 0.271 -0.251
H 1.672 2.140 -2.285
H 2.545 3.082 -0.896
H -0.056 3.734 -1.189
H -0.517 1.862 -1.054
H -0.525 3.812 1.292
H 1.159 2.964 1.452
H -1.514 1.201 0.910
H -2.550 2.417 3.092
H -0.783 2.713 3.874
H -1.542 0.858 5.235
H -2.434 -0.118 3.695
H -0.268 -1.275 3.561
H 0.783 0.215 4.166

Entry 5:
90
Properties=species:S:1:pos:R:3 method="wB97M-V/def2-TZVPD" charge=-1 e_homo_ha="-0.141 / -0.205" molar_mass_g_mol=1157.0 homo_lumo_gap_ev="4.65 / 6.39" multiplicity=2 energy_ev=-177510.721 e_above_lowest_ev=0.529 max_force_ev_per_a=1.883
Mg -0.076 -0.460 0.326
S 1.419 -2.630 2.998
Sb 2.848 -0.687 2.274
S 0.460 -0.816 2.900
S 2.584 -0.904 0.029
C -2.469 -1.331 -3.888
C -1.482 -0.920 -4.942
C -1.771 -1.191 -6.278
C -0.910 -0.812 -7.290
C 0.260 -0.142 -6.978
C 0.552 0.130 -5.655
C -0.302 -0.253 -4.633
Sb 0.376 0.172 -2.596
C 2.305 -0.643 -3.157
C 3.352 0.163 -3.576
C 4.601 -0.376 -3.838
C 4.803 -1.735 -3.690
C 3.747 -2.550 -3.325
C 2.489 -2.022 -3.068
C 1.351 -2.927 -2.727
C 0.732 2.271 -3.045
C -0.135 2.833 -3.974
C -0.071 4.173 -4.306
C 0.884 4.973 -3.707
C 1.737 4.428 -2.765
C 1.663 3.088 -2.399
C 2.556 2.583 -1.308
H -3.038 -2.200 -4.218
H -3.175 -0.518 -3.705
H -1.970 -1.579 -2.949
H -2.689 -1.708 -6.524
H -1.151 -1.040 -8.320
H 0.943 0.163 -7.759
H 1.466 0.652 -5.408
H 3.194 1.227 -3.709
H 5.414 0.266 -4.150
H 5.780 -2.163 -3.867
H 3.897 -3.616 -3.230
H 1.659 -3.970 -2.742
H 0.537 -2.790 -3.442
H 0.976 -2.702 -1.729
H -0.881 2.207 -4.446
H -0.763 4.586 -5.026
H 0.956 6.022 -3.961
H 2.471 5.063 -2.289
H 3.078 3.410 -0.830
H 3.294 1.872 -1.674
H 1.965 2.067 -0.557
C -9.079 -0.382 2.682
C -8.587 1.034 2.480
S -7.102 1.357 3.506
O -7.262 2.640 4.138
O -6.862 0.233 4.374
C -5.716 1.451 2.332
C -5.515 0.064 1.748
N -4.331 0.016 0.931
C -3.116 -0.437 1.315
N -2.215 -0.230 0.372
C -2.842 0.368 -0.660
C -4.174 0.537 -0.340
N -5.197 1.044 -1.132
O -4.943 1.236 -2.322
O -6.308 1.257 -0.615
C -2.897 -1.140 2.596
H -10.091 -0.496 2.302
H -9.068 -0.618 3.743
H -8.435 -1.094 2.173
H -9.314 1.769 2.812
H -8.300 1.242 1.454
H -4.848 1.790 2.893
H -5.977 2.184 1.574
H -6.374 -0.203 1.129
H -5.417 -0.654 2.563
H -2.336 0.691 -1.549
H -3.186 -0.520 3.444
H -1.845 -1.386 2.680
H -3.465 -2.069 2.631
Cl 1.538 2.452 2.505
C -0.164 2.751 2.175
Cl -1.172 1.778 3.251
C -0.565 2.287 0.737
O -1.511 2.847 0.228
O 0.122 1.344 0.288
H -0.377 3.806 2.352
Cl 1.663 -5.390 0.512
C 0.062 -4.843 0.863
Cl -1.156 -5.747 -0.784
Cl -0.648 -5.529 2.278
C -0.160 -3.500 0.641
N -0.454 -2.450 0.239

Entry 6:
17
Properties=species:S:1:pos:R:3 method="wB97M-V/def2-TZVPD" charge=+1 e_homo_ha="-0.512 / -0.488" molar_mass_g_mol=113.1 homo_lumo_gap_ev="8.42 / 7.84" multiplicity=1 energy_ev=-10241.147 e_above_lowest_ev=6.851 max_force_ev_per_a=3.993
C -0.595 -0.533 0.933
C 1.499 0.736 -0.263
C 2.573 -1.509 -0.061
C -2.477 0.961 -0.754
N 0.559 -1.099 0.784
N -0.691 0.776 0.764
N 1.562 -0.491 0.107
N -1.755 1.422 0.515
H -1.458 -1.154 1.228
H 2.274 1.422 -0.433
H 3.491 -1.213 0.243
H 2.187 -2.367 0.493
H 2.552 -1.837 -1.112
H -1.993 0.010 -1.185
H -3.479 0.878 -0.518
H -2.344 1.611 -1.520
H -1.905 2.387 0.780

Entry 7:
16
Properties=species:S:1:pos:R:3 method="wB97M-V/def2-TZVPD" e_homo_ha=-0.366 molar_mass_g_mol=158.5 homo_lumo_gap_ev=10.25 multiplicity=1 smiles="CC(C)=O.O=PO.Cl" energy_ev=-31194.932 max_force_ev_per_a=3.199
C -0.752 -0.337 -0.844
C -2.928 0.552 -0.010
C -1.455 0.267 0.324
O 2.927 0.667 1.643
O 1.995 -1.433 0.733
O -0.981 0.353 1.471
P 1.947 -0.592 1.931
Cl 3.704 0.416 -1.585
H -1.443 -0.896 -1.457
H -0.017 0.068 -1.428
H -0.124 -1.098 -0.459
H -3.369 1.154 0.805
H -2.866 0.979 -1.062
H -3.483 -0.434 -0.039
H 3.215 0.987 0.719
H 3.631 -0.651 -0.742

Entry 8:
10
Properties=species:S:1:pos:R:3 method="wB97M-V/def2-TZVPD" e_homo_ha=-0.380 molar_mass_g_mol=80.1 homo_lumo_gap_ev=9.88 multiplicity=1 energy_ev=-7189.508 e_above_lowest_ev=3.181 max_force_ev_per_a=1.095
C -0.450 -0.861 0.287
C -0.663 0.421 0.968
N -0.292 1.615 0.673
N 0.433 1.763 -0.448
C 1.071 2.071 -1.389
C 0.502 -1.156 -0.603
H -1.148 -1.639 0.590
H -1.262 0.388 1.877
H 1.252 -0.446 -0.928
H 0.556 -2.155 -1.027

Entry 9:
12
Properties=species:S:1:pos:R:3 method="wB97M-V/def2-TZVPD" e_homo_ha=-0.374 molar_mass_g_mol=286.8 homo_lumo_gap_ev=9.55 multiplicity=1 smiles=CC(Cl)(Cl)C(O)(Br)Br energy_ev=-170352.397 e_above_lowest_ev=0.233 max_force_ev_per_a=2.609
C -1.077 0.210 1.138
C -0.412 0.063 -0.242
C 1.076 -0.133 -0.289
O 1.533 -0.091 -1.525
Cl -1.273 -1.432 -1.297
Cl -0.704 1.497 -1.158
Br 2.146 1.281 0.684
Br 1.576 -1.912 0.529
H -2.154 0.382 0.942
H -0.965 -0.556 1.944
H -0.678 1.176 1.383
H 0.932 -0.485 -2.112

Entry 10:
102
Properties=species:S:1:pos:R:3 method="wB97M-V/def2-TZVPD" e_homo_ha=-0.335 molar_mass_g_mol=1196.6 homo_lumo_gap_ev=8.54 multiplicity=1 energy_ev=-149752.118 e_above_lowest_ev=0.993 max_force_ev_per_a=2.627
C -4.528 -4.090 -0.317
C -3.717 -5.345 -0.033
O -2.950 -5.761 -0.882
O -3.865 -6.057 1.142
C -3.127 -5.494 2.228
C -1.595 -5.612 2.059
C -1.009 -4.340 1.458
C -1.358 -3.028 1.905
C -0.892 -1.889 1.375
C -1.304 -0.501 1.835
O -2.492 -0.545 2.625
O -2.110 -0.333 3.969
C 0.034 -1.986 0.302
N 0.630 -1.008 -0.407
S 1.577 -1.787 -1.438
N 1.304 -3.342 -1.127
C 0.399 -3.298 -0.118
C -0.123 -4.483 0.449
H -4.637 -3.414 0.538
H -5.508 -4.381 -0.713
H -4.014 -3.549 -1.115
H -3.404 -6.063 3.123
H -3.464 -4.468 2.429
H -1.421 -6.462 1.388
H -1.099 -5.873 3.003
H -2.074 -2.955 2.725
H -1.473 0.149 0.966
H -0.492 -0.071 2.433
H -1.476 -1.037 4.190
H 0.149 -5.470 0.089
C 0.823 -7.525 -2.738
C 2.052 -7.876 -1.873
C 3.345 -7.109 -2.160
F 3.802 -7.330 -3.406
F 4.314 -7.522 -1.305
F 2.266 -9.208 -1.928
F 1.709 -7.591 -0.584
O 0.518 -8.385 -3.834
C 1.113 -8.186 -5.067
C 1.968 -9.385 -5.486
F 2.957 -9.611 -4.600
F 2.544 -9.142 -6.686
F 1.803 -7.033 -5.091
F 0.110 -8.052 -5.963
H -0.036 -7.637 -2.076
H 0.817 -6.475 -3.035
H 3.201 -6.034 -2.018
H 1.356 -10.287 -5.560
C -6.051 4.863 2.621
C -5.194 5.678 1.630
C -4.937 5.053 0.256
F -4.254 3.898 0.341
F -4.185 5.902 -0.489
F -4.025 6.008 2.223
F -5.861 6.846 1.412
O -5.369 4.114 3.623
C -4.925 2.828 3.354
C -3.402 2.717 3.460
F -2.789 3.545 2.583
F -3.010 1.460 3.173
F -5.390 2.397 2.167
F -5.472 2.027 4.293
H -6.612 5.603 3.191
H -6.806 4.263 2.112
H -5.876 4.874 -0.275
H -3.065 2.975 4.467
C 6.284 1.308 -3.621
C 4.847 0.863 -3.280
C 4.394 1.012 -1.827
F 5.126 0.264 -0.983
F 3.109 0.590 -1.710
F 4.665 -0.408 -3.701
F 4.014 1.641 -4.028
O 7.283 0.297 -3.714
C 7.962 -0.122 -2.581
C 7.718 -1.605 -2.286
F 6.409 -1.850 -2.079
F 8.382 -1.964 -1.164
F 7.674 0.664 -1.528
F 9.278 0.045 -2.835
H 6.227 1.707 -4.634
H 6.612 2.144 -3.004
H 4.439 2.056 -1.503
H 8.059 -2.224 -3.118
C -1.097 8.166 1.584
C 0.269 8.284 0.879
C 1.521 8.207 1.757
F 1.578 9.209 2.652
F 2.626 8.311 0.978
F 0.287 9.411 0.134
F 0.343 7.242 0.002
O -1.801 9.375 1.857
C -1.551 10.085 3.018
C -1.006 11.485 2.725
F 0.152 11.424 2.041
F -0.759 12.134 3.887
F -0.752 9.388 3.847
F -2.737 10.220 3.653
H -1.744 7.644 0.879
H -1.054 7.517 2.459
H 1.568 7.252 2.288
H -1.725 12.062 2.139